C5H6N2 in the gas phase. Source: the OMol25 dataset; level of theory: the ωB97M-V functional and the def2-TZVPD basis.

Values from the calculation:
**Structure (SMILES)**: c1cn2c(n1)CC2
**Calculated total energy**: -303.5859 a.u.
**E_HOMO**: -8.595 eV
**LUMO energy**: 0.902 eV

Geometry (Å):
C (0.437, -1.107, -0.917)
C (-0.315, -1.607, 0.368)
C (-0.353, -0.135, 0.733)
N (-0.810, 0.854, 1.455)
C (-0.341, 1.958, 0.763)
C (0.364, 1.619, -0.374)
N (0.357, 0.246, -0.343)
H (-0.130, -1.210, -1.845)
H (1.459, -1.470, -1.053)
H (-1.283, -2.075, 0.176)
H (0.281, -2.246, 1.025)
H (-0.534, 2.958, 1.130)
H (0.868, 2.214, -1.120)

A molecular structure, C5H6N2. Source: the OMol25 dataset; level of theory: the ωB97M-V functional and the def2-TZVPD basis.

Values from the calculation:
**Calculated total energy**: -303.3718 a.u.
**E_HOMO**: -10.079 eV
**LUMO energy**: -0.213 eV

Geometry (Å):
C (-1.235, 1.465, 0.064)
C (-2.287, 0.756, -0.163)
C (-0.764, 0.037, 0.482)
C (1.742, 0.259, -0.090)
C (0.461, -0.500, -0.333)
N (-2.855, -0.502, -0.209)
N (-1.787, -1.067, 0.123)
H (-0.613, 0.059, 1.499)
H (1.703, 1.390, -0.160)
H (2.596, 0.166, -0.675)
H (2.196, 0.050, 0.952)
H (0.592, -1.586, 0.038)
H (0.250, -0.526, -1.528)

A molecular structure, C5H6N2. Source: the OMol25 dataset; level of theory: the ωB97M-V functional and the def2-TZVPD basis.

Values from the calculation:
**Calculated total energy**: -303.4525 a.u.
**E_HOMO**: -8.747 eV
**LUMO energy**: 0.222 eV

Geometry (Å):
C (-1.424, -0.584, 0.040)
C (-1.799, 0.916, 0.106)
C (0.209, 0.892, 0.445)
N (1.433, 1.297, 0.259)
C (2.085, 0.130, -0.085)
C (1.224, -0.941, -0.155)
N (0.014, -0.425, 0.231)
H (-1.647, -1.037, -0.932)
H (-1.871, -1.189, 0.833)
H (-1.660, 1.351, -0.895)
H (-0.782, 1.450, 0.880)
H (3.157, 0.128, -0.240)
H (1.377, -1.982, -0.399)

C5H6N2 in the gas phase. Source: the OMol25 dataset; level of theory: the ωB97M-V functional and the def2-TZVPD basis.

Values from the calculation:
**Structure (SMILES)**: C=Cn1ccnc1
**Calculated total energy**: -303.5617 a.u.
**E_HOMO**: -8.925 eV
**LUMO energy**: 0.901 eV

Geometry (Å):
C (1.861, 1.028, -0.802)
C (1.412, 0.104, 0.027)
C (-0.931, 0.426, -0.272)
C (-2.126, -0.243, -0.097)
C (-0.547, -1.249, 1.015)
H (1.207, 1.517, -1.437)
H (2.933, 1.355, -0.624)
H (1.998, -0.567, 0.584)
H (-0.761, 1.424, -0.644)
H (-3.070, 0.019, -0.393)
H (-0.193, -2.247, 1.570)
N (0.058, -0.191, 0.395)
N (-1.840, -1.377, 0.677)